The following is a quantum chemistry calculation of a single C12H8FN3O2 molecule at a distorted geometry, from OMol25.

The geometry in XYZ format:
```
26
Properties=species:S:1:pos:R:3
H 0.6362 2.4447 -1.6998
C -0.8900 2.1731 -3.2809
C -1.8700 0.1919 -1.4902
H -1.1928 -1.9481 4.7406
F -2.6172 1.5037 -4.9433
C -0.8077 0.9666 -1.1842
N -0.0398 -0.8801 3.3245
O -0.1060 0.9099 0.0218
H -2.1307 -1.3627 3.5447
C -2.4069 0.4131 -2.7782
C -0.2334 1.9738 -1.9990
C -0.4513 -0.0661 0.8775
O -3.1556 -1.5698 -0.8562
H -1.2366 -2.6617 3.0200
C -2.2276 -0.8969 -0.6451
H -3.0896 -0.3433 -3.1491
H -1.7199 -1.8391 1.0841
N 1.6296 0.4302 3.7842
N 0.9802 -0.5768 4.2430
H -0.5681 2.9382 -3.9826
C -1.3936 -1.0222 0.4871
C 0.1719 -0.1287 2.1966
C -1.1669 -1.7545 3.6503
H 1.5937 1.3942 1.7905
C -2.0320 1.4125 -3.7071
C 1.2603 0.6304 2.4750
```

For the molar mass, the calculation gives 245.21 g mol⁻¹. The structure (SMILES) is Cn1nncc1-c1cc(=O)c2cc(F)ccc2o1. Its HOMO energy is -9.336 eV. For the energy above the lowest of the compared OMol25 structures with the same formula, charge and spin, the calculation gives 137.91 kJ/mol. The total energy comes out at -23853.488 eV. The orbital gap is 8.70 eV. The total charge is 0.

***

The following is a quantum chemistry calculation of a molecular structure, C21H32BF9N4O3P2RbS, from OMol25.

The geometry in XYZ format:
```
74
Properties=species:S:1:pos:R:3
F -3.4669 -3.5596 2.4282
H -2.0273 1.9139 4.3795
H -1.8806 4.9593 -1.7987
H -0.3625 -0.9111 -4.4818
C -0.0968 1.2996 3.6746
C 0.7345 0.2380 3.3237
H -1.9459 3.3401 -2.5433
C 1.9315 4.0795 1.1323
H 3.9616 2.6161 0.1425
H 1.6656 4.1142 -2.4867
H 0.2651 2.3159 3.5698
H 2.5537 -2.1214 -0.4714
H -1.1864 0.4459 -3.6804
O 0.8517 1.4445 -1.5343
H -2.8800 -0.4028 4.5923
C -2.9327 -5.8086 1.9506
B -4.1833 0.9263 -0.6412
H 3.5554 3.8914 -1.0233
C -1.5104 -4.0458 1.1932
H 2.6826 1.0615 -3.1996
H 0.5634 0.4990 -3.9580
H 2.7550 -0.3825 2.9283
H 2.0601 0.6827 1.7108
F -3.1065 1.0906 -1.5699
C -2.0668 -6.7145 1.3656
O 0.6605 -0.5966 0.0599
P 0.9777 -0.1727 -1.3025
C -2.6445 -4.4566 1.8607
C -0.5933 -4.9223 0.5927
H 0.9429 4.1304 1.5845
O -0.4887 2.3132 0.5522
F -1.2839 -2.7151 1.1369
C -1.6099 3.9088 -1.6707
H 4.1431 -1.6747 -1.1493
H -1.1493 -2.5216 -2.8093
H 0.8557 -1.8920 3.1399
S 0.8467 -4.3736 -0.2161
H 4.1861 0.1883 -2.8712
H -2.0992 -1.1985 -2.0403
C -1.8689 -0.2210 4.2507
C -1.1400 -1.7230 -2.0637
F -3.8648 1.7078 0.5034
F -2.3388 -8.0284 1.4465
F -0.1442 -7.2220 0.1761
C -1.0483 -1.2848 3.9068
C 0.5947 4.2068 -2.6718
H 2.5784 1.3425 3.2759
N -0.0572 -0.8008 -2.4145
C 3.0717 -1.7392 -1.3502
H 2.8865 -0.6045 -3.7760
N 2.5757 -0.3981 -1.6857
F -5.3791 1.3273 -1.1910
H -2.1119 3.5030 -0.7966
C 0.2388 -1.0542 3.4435
C -1.3877 1.0763 4.1299
H 0.3859 5.2512 -2.9160
H 0.3406 3.5903 -3.5432
N 1.9362 3.0866 0.0699
P 0.4597 2.6411 -0.5155
F -4.0341 -6.2343 2.5956
F -4.2138 -0.4493 -0.2842
C -0.9318 -6.2768 0.7082
C 2.1127 0.4861 2.7834
Rb -1.7974 0.0539 0.8028
C -0.2694 -0.1539 -3.6987
H 2.6469 3.7884 1.9061
H 2.9034 -2.4434 -2.1723
H -1.4197 -2.2996 3.9750
C 3.1009 0.0863 -2.9506
C 3.2156 2.9426 -0.5877
H 3.1651 2.1866 -1.3647
N -0.1619 3.8145 -1.4991
H 2.2061 5.0712 0.7552
H -0.9277 -2.2182 -1.1171
```

For the molar mass, the calculation gives 749.79 g mol⁻¹. Its HOMO energy is -3.969 eV. For the energy above the lowest of the compared OMol25 structures with the same formula, charge and spin, the calculation gives 77.55 kJ/mol. The total energy comes out at -89616.213 eV. The orbital gap is 5.85 eV. The total charge is -1.

***

The following is a quantum chemistry calculation of a molecular structure, CH4NO2P at a distorted geometry, from OMol25.

The geometry in XYZ format:
```
9
Properties=species:S:1:pos:R:3
P -1.9151 -0.3996 -0.0552
H 1.6889 0.9071 0.8477
H 2.4595 -0.0647 -0.4264
O 0.4301 -1.2901 -0.8880
N 1.6592 0.2107 0.1035
O -0.4665 0.0646 0.5907
H -2.4883 0.2718 0.9093
H -1.9034 0.7131 -0.9635
C 0.5355 -0.4129 -0.1181
```

For the molar mass, the calculation gives 93.02 g mol⁻¹. Its HOMO energy is -9.557 eV. For the energy above the lowest of the compared OMol25 structures with the same formula, charge and spin, the calculation gives 77.39 kJ/mol. The total energy comes out at -15975.682 eV. The orbital gap is 10.28 eV. The total charge is 0.

***

The following is a quantum chemistry calculation of a molecular structure, C38H47HgN5O at a distorted geometry, from OMol25.

The geometry in XYZ format:
```
92
Properties=species:S:1:pos:R:3
H -4.4857 -1.2050 0.9908
C -3.3114 -5.5898 0.3830
H 4.6646 0.3924 -3.4704
H -3.0007 2.7368 -2.7500
H -0.0117 2.7654 1.4371
C -0.8145 3.1221 0.7763
C -0.1002 -2.7275 -2.2293
H -2.1273 1.3383 3.2039
H 3.3237 3.3279 -0.7271
H -1.3820 3.8891 1.3305
C 2.1964 0.5119 1.6455
C 1.2448 1.2895 -3.7928
H -3.8836 -7.4434 1.3000
C -1.6176 0.6225 2.5298
H -4.9391 -5.3930 -1.1108
N 0.4120 -2.2271 -3.3428
C -1.1748 -4.6195 -0.2000
H -3.9718 -0.9120 -2.0508
C 1.9777 1.6616 -0.3462
H 6.1418 3.7931 5.8419
C -3.9090 0.1856 -2.0375
H 2.4640 4.4607 2.0420
H 0.3562 -3.4206 0.7483
C 2.9983 2.5636 -0.0166
H -0.3955 -2.1085 -5.1412
H 2.5799 4.3687 -3.7034
C 3.7827 2.4283 -3.6017
H -1.5325 -5.5359 1.7130
H 2.5970 5.5266 3.4590
H 4.7446 2.9481 -3.5938
H 0.9938 5.0087 2.8794
C -3.8744 -5.1903 -0.8453
H -0.5292 0.7440 2.6754
C -3.6520 -3.9283 -3.0187
C -2.0253 0.8617 1.1241
C 3.5717 1.5879 3.5473
H -3.5330 0.5321 -3.0104
H -3.5806 -2.8284 -3.0722
N 3.3942 2.8765 4.0685
C -1.7211 -4.3650 -1.4621
C -0.3938 -2.7813 -4.2618
H 1.3280 2.7351 3.6283
H 5.8807 3.8107 4.0673
O 4.1498 0.6872 4.1274
H -4.9425 0.5622 -1.9300
N 1.3970 2.6743 -3.9169
C 5.6490 3.2729 5.0047
C -2.8530 0.0247 0.3208
C 3.0768 1.4950 2.1082
C -0.1031 0.9938 -3.0497
C -3.0745 -4.5011 -1.7711
C -1.0652 -3.9213 -3.8572
H -1.4607 -4.8239 -4.4556
C 2.6039 3.2411 -3.7114
H -0.3486 3.6187 -0.0860
H -5.2040 -6.2435 1.0678
H -3.2795 -4.3647 -3.9556
H -2.1171 3.8655 -1.6710
C 3.6076 2.4418 1.2247
C -4.1480 -6.3720 1.3433
C 3.7245 1.0123 -3.5538
C -1.9831 -5.2639 0.7367
C -1.6833 2.0032 0.3493
H -3.3627 -2.0065 -0.1368
N 1.6846 0.5589 0.3817
H -2.8669 -1.7168 1.5520
C 2.0559 3.4988 3.9569
H 3.7850 4.2261 5.5972
H -1.8873 -0.3933 2.8592
C 4.1538 3.2346 5.2829
H 0.8881 -4.1578 -0.7785
H 0.6868 -5.1400 0.6733
H 2.2817 -0.6715 -3.4928
H -1.0624 0.8919 -4.0195
H 4.4642 3.0539 1.5344
C -3.0579 0.6703 -0.9291
Hg 0.4833 -1.0424 -0.9551
H 1.7831 3.8274 4.9743
H 1.9171 -0.3273 2.2876
H 1.3845 1.7897 -1.2633
C -3.4197 -1.2897 0.7018
C 2.0330 4.6938 3.0223
H -4.7163 -4.1825 -2.9879
C -2.1594 2.8258 -2.0427
H -1.2183 2.6288 -2.6023
C 2.4355 0.4294 -3.6493
C -2.3231 1.8869 -0.9153
C 0.2590 -4.3069 0.1021
H 6.0214 2.2415 4.9402
H 3.9387 2.4839 6.0765
N -0.8431 -3.9302 -2.4641
H -3.9698 -5.9927 2.3630
```

For the molar mass, the calculation gives 790.42 g mol⁻¹. Its HOMO energy (alpha / beta) is 0.284 / 0.695 eV. For the energy above the lowest of the compared OMol25 structures with the same formula, charge and spin, the calculation gives 302.88 kJ/mol. The total energy comes out at -53831.686 eV. The orbital gap (alpha / beta) is 3.72 / 3.32 eV. The total charge is -2.

***

The following is a quantum chemistry calculation of 2 unconnected molecules or ions with the total composition C5H13NO at a distorted geometry, from OMol25.

The geometry in XYZ format:
```
20
Properties=species:S:1:pos:R:3
H 1.3681 1.6453 2.1648
C -0.2068 -1.3039 1.5013
H -0.7095 2.1039 -1.7632
H -0.9204 1.4752 -0.2743
H 0.2032 -0.3165 -1.3453
H -1.1811 -0.7987 1.7007
H -0.2285 -1.0789 -3.8394
H -1.2759 -0.9566 -1.5627
C 0.8633 -0.2717 1.6930
H -0.2742 1.3357 2.3215
H -0.1749 -1.8219 0.5062
H -2.2857 1.3582 -1.3109
H -0.3368 0.6717 -3.7196
N 0.6063 1.0465 2.0742
O 2.0040 -0.5998 1.7752
C -1.2131 1.2787 -1.3256
C -0.8110 -0.2378 -3.3816
H -0.0230 -2.0720 2.1710
C -0.7260 -0.0877 -1.8470
H -1.8755 -0.3383 -3.6094
```

For the molar mass, the calculation gives 103.16 g mol⁻¹. The structure (SMILES) is CC(N)=O.CCC. Its HOMO energy is -9.717 eV. For the energy above the lowest of the compared OMol25 structures with the same formula, charge and spin, the calculation gives 102.29 kJ/mol. The total energy comes out at -8932.951 eV. The orbital gap is 10.60 eV. The total charge is 0.

***

Q: What is the formula in the fourth record?
A: C38H47HgN5O